Entry 1:
ORCA calculation (ωB97M-V with the def2-TZVPD basis set) on the molecule C24H28FN3O3S at a distorted geometry.

HOMO level: -8.782 eV
M: 457.57 u
ΔE to the lowest compared entry with this formula, charge and spin: 66.16 kcal/mol
Total energy: -1819.35127 a.u.

CARTESIAN COORDINATES (ANGSTROEM)
S -2.354 1.836 0.841
F 7.719 -3.604 -0.811
O -3.247 2.685 0.099
O -1.900 2.294 2.120
O -6.843 -2.606 -0.123
N -0.992 1.495 -0.098
N -8.043 -2.564 -0.745
N 4.162 1.135 -0.639
C 6.959 -2.600 1.180
C 5.828 -0.485 1.042
C 3.120 0.159 -0.898
C -3.103 -2.048 1.702
C -7.117 -0.533 -0.835
C 7.096 -2.575 -0.194
C -4.330 0.045 0.379
C -8.228 -1.343 -1.175
C 5.971 -0.474 -0.342
C 5.450 0.691 -1.139
C 6.315 -1.538 1.793
C 1.835 0.560 -0.181
C 2.520 2.926 -0.450
C -2.453 -0.818 1.646
C 6.611 -1.535 -0.965
C -9.455 -0.943 -1.907
C 1.373 1.937 -0.652
C -4.973 -1.190 0.442
C 0.124 2.407 0.094
C 3.779 2.433 -1.158
C -1.119 -0.607 2.275
C -3.097 0.213 0.970
C -4.338 -2.237 1.113
C -6.272 -1.386 -0.169
H 5.409 0.424 -2.211
H -4.772 0.892 -0.121
H -9.974 -0.157 -1.362
H 3.462 -0.812 -0.530
H -10.111 -1.802 -2.014
H -0.137 3.425 -0.229
H 0.305 2.432 1.170
H 6.196 -1.536 2.866
H 2.026 0.594 0.892
H 2.249 3.911 -0.833
H 2.729 3.017 0.617
H -1.282 1.457 -1.066
H -0.369 -0.447 1.503
H -4.829 -3.197 1.169
H 5.322 0.342 1.514
H -9.195 -0.560 -2.892
H -1.141 0.289 2.891
H 7.349 -3.431 1.745
H 4.598 3.133 -0.975
H -2.631 -2.869 2.220
H -0.834 -1.464 2.880
H 3.598 2.397 -2.249
H 6.738 -1.562 -2.037
H 1.137 1.882 -1.722
H 6.154 1.524 -1.032
H -6.980 0.506 -1.048
H 2.925 0.063 -1.983
H 1.060 -0.182 -0.377

***

Entry 2:
ORCA calculation (ωB97M-V with the def2-TZVPD basis set) on a structure of composition C24H28LuN9O4 at a distorted geometry.

HOMO level (spin up / spin down): -7.051 / -7.052 eV
M: 681.51 u
ΔE to the lowest compared entry with this formula, charge and spin: 0.00 kcal/mol
Total energy: -2960.70906 a.u.

CARTESIAN COORDINATES (ANGSTROEM)
Lu 0.554 -0.506 -0.424
O -1.230 -0.994 0.928
O -0.266 -2.389 -1.365
O 1.928 -1.259 0.913
O 1.016 0.246 -2.328
N 3.266 -3.913 2.623
N 2.668 2.266 1.625
N 0.610 1.357 0.951
N 2.637 -1.834 -0.018
N 3.744 -4.443 -1.907
N 0.778 2.576 3.013
N 1.266 -3.107 -2.920
N -1.399 0.779 -0.909
N -2.519 0.474 -0.235
C -4.928 -0.868 0.525
C -1.624 1.439 -2.069
C 3.481 2.813 2.751
C 0.688 1.285 -3.067
C -0.046 1.773 3.894
C 3.214 -3.517 1.541
C 1.351 2.007 1.828
C -0.087 3.248 -4.969
C 3.490 -3.826 -0.945
C 3.483 1.609 0.637
C -3.621 -1.227 1.008
C -3.470 -2.205 1.974
C -4.571 -2.961 2.355
C -5.846 -2.668 1.917
C 1.624 1.877 -3.906
C 0.264 -3.314 -2.066
C 1.211 2.796 -4.852
C 3.061 -3.104 0.222
C 0.613 4.013 3.129
C -2.346 -0.560 0.558
C -0.251 -4.735 -2.020
C -0.650 1.897 -2.981
C -6.016 -1.580 0.980
C -1.036 2.801 -4.017
H -1.310 -4.683 -1.775
H -0.430 0.938 3.337
H 3.993 0.735 1.134
H -0.814 2.372 4.385
H 3.020 2.492 3.743
H -6.650 -3.306 2.263
H -2.672 1.735 -2.248
H 4.506 2.373 2.725
H -0.388 3.878 -5.796
H 1.910 3.217 -5.565
H 2.875 1.261 -0.197
H -2.010 3.195 -4.036
H -0.176 -5.258 -2.973
H 1.188 4.402 3.989
H -4.416 -3.783 3.051
H 0.293 -5.247 -1.207
H 0.550 1.307 4.669
H -7.016 -1.426 0.556
H -0.430 4.254 3.294
H 1.857 -3.835 -3.300
H -2.503 -2.414 2.403
H 1.663 -2.201 -3.082
H 0.977 4.561 2.275
H 4.185 2.340 0.222
H -5.041 -0.049 -0.207
H 2.685 1.494 -3.844
H -0.434 1.509 1.098
H 3.549 3.892 2.711

***

Entry 3:
ORCA calculation (ωB97M-V with the def2-TZVPD basis set) on the molecule C24H28N2O4.

HOMO level: -8.487 eV
M: 408.50 u
ΔE to the lowest compared entry with this formula, charge and spin: 0.00 kcal/mol
Total energy: -1341.92167 a.u.

CARTESIAN COORDINATES (ANGSTROEM)
O 7.069 -0.827 0.115
O 4.591 0.892 0.132
O 6.088 -0.466 -1.854
O -0.132 0.589 -1.147
N -1.571 1.827 0.104
N 2.394 0.982 -0.463
C -6.297 -2.505 0.515
C 4.786 -2.006 1.233
C 1.243 4.915 0.336
C 0.299 3.955 0.030
C -2.750 1.075 0.041
C 0.661 2.627 -0.193
C 6.112 -0.950 -0.598
C -6.486 -1.078 -0.003
C -5.178 -0.327 0.008
C 3.605 -1.083 -0.809
C -5.024 0.814 0.786
C 2.289 -2.101 1.079
C -2.894 -0.064 -0.744
C 3.593 0.362 -0.311
C 2.578 4.554 0.437
C 4.873 -1.765 -0.275
C 2.030 2.283 -0.154
C -3.831 1.508 0.806
C 3.540 -2.809 1.590
C -0.367 1.590 -0.476
C 2.376 -1.916 -0.433
C 2.970 3.255 0.190
C -4.094 -0.748 -0.752
C -7.096 -1.086 -1.406
H -8.067 -1.577 -1.391
H 3.484 -2.935 2.672
H -5.638 -3.070 -0.139
H -3.733 2.394 1.419
H 2.198 -1.126 1.564
H -7.255 -3.018 0.562
H 3.602 -3.803 1.139
H -1.632 2.637 0.704
H 1.456 -1.470 -0.814
H 2.473 -2.897 -0.905
H 3.320 5.295 0.692
H -6.454 -1.618 -2.104
H 1.620 0.447 -0.860
H 3.674 -1.017 -1.902
H 0.939 5.938 0.496
H 1.400 -2.684 1.328
H -7.182 -0.561 0.668
H 4.993 -2.725 -0.792
H -5.862 -2.492 1.512
H -2.068 -0.410 -1.342
H 5.686 -2.526 1.562
H -7.228 -0.069 -1.769
H 4.008 2.974 0.248
H -4.181 -1.629 -1.370
H 6.891 0.054 -2.009
H -0.734 4.259 -0.075
H -5.850 1.167 1.387
H 4.764 -1.039 1.737

***

Entry 4:
ORCA calculation (ωB97M-V with the def2-TZVPD basis set) on the molecule C24H28N2O7S at a distorted geometry.

HOMO level: -8.364 eV
M: 488.56 u
ΔE to the lowest compared entry with this formula, charge and spin: 24.34 kcal/mol
Total energy: -1965.71026 a.u.

CARTESIAN COORDINATES (ANGSTROEM)
S 2.137 0.407 0.873
O -4.453 2.214 0.577
O -5.762 1.968 -1.242
O 1.084 -0.537 1.158
O -1.590 -5.627 0.250
O 3.160 0.566 1.862
O 3.420 2.912 0.117
O -2.801 5.325 0.008
N -2.101 3.201 0.492
N 2.823 0.110 -0.619
C 2.022 -0.718 -1.490
C -3.025 4.168 0.279
C -1.316 -3.284 0.861
C -3.853 -2.851 -0.178
C 3.355 -2.457 -0.262
C -4.681 0.064 -0.347
C 4.527 -1.668 -0.838
C 2.101 -2.207 -1.104
C -3.315 -4.114 -0.190
C -0.713 3.229 0.399
C 2.085 3.096 0.211
C 1.332 1.974 0.557
C 0.026 4.361 0.075
C 4.242 -0.167 -0.667
C -0.037 2.035 0.644
C -5.047 1.478 -0.404
C -3.139 -1.768 0.354
C -1.868 -2.020 0.879
C 1.406 4.294 -0.018
C -3.647 -0.417 0.363
C -2.033 -4.350 0.323
C 4.238 4.027 -0.161
C -4.455 3.626 0.441
C -0.306 -5.927 0.746
H -4.900 4.067 1.337
H -0.168 -6.994 0.576
H -1.272 -1.217 1.288
H -3.863 -4.951 -0.593
H 4.640 -1.914 -1.896
H -5.053 3.917 -0.430
H -5.253 -0.559 -1.017
H -0.487 5.291 -0.108
H 2.384 -0.559 -2.510
H -0.328 -3.416 1.271
H 4.020 4.448 -1.148
H 4.647 0.204 0.274
H 5.259 3.650 -0.147
H 0.470 -5.371 0.211
H 1.948 5.189 -0.276
H -2.488 2.294 0.726
H 0.995 -0.355 -1.427
H 4.130 4.805 0.601
H -0.231 -5.718 1.817
H 5.455 -1.927 -0.328
H 3.174 -2.122 0.762
H 4.680 0.412 -1.488
H -3.090 0.266 0.994
H 3.583 -3.524 -0.237
H 2.127 -2.816 -2.010
H -0.564 1.132 0.908
H -4.846 -2.697 -0.571
H 1.217 -2.479 -0.528

***

Entry 5:
ORCA calculation (ωB97M-V with the def2-TZVPD basis set) on a structure of composition C24H28N4O4PS2Y at a distorted geometry.

HOMO level: -14.848 eV
M: 620.53 u
Net charge: +2
ΔE to the lowest compared entry with this formula, charge and spin: 0.71 kcal/mol
Total energy: -2627.07624 a.u.

CARTESIAN COORDINATES (ANGSTROEM)
Y 0.455 -0.229 0.332
S 2.055 -0.794 -1.642
S -0.891 0.814 -1.640
P 0.702 0.216 -2.780
O -4.006 -5.715 2.531
O -2.905 -6.185 4.331
O 1.297 1.416 -3.577
O 0.289 -0.805 -3.868
N 0.458 1.704 1.700
N -1.474 -1.505 0.987
N 1.086 -2.095 1.752
N -3.042 -5.627 3.267
C 0.396 5.343 4.005
C -0.750 -4.910 3.295
C -2.321 -3.478 2.101
C 0.858 3.700 -2.727
C -3.814 -1.972 0.970
C 0.513 -0.052 -6.208
C -1.998 -4.640 2.889
C 3.100 2.589 -2.347
C -0.297 3.957 2.007
C -1.708 0.132 -5.008
C 1.657 -4.322 3.311
C -0.420 -0.641 -5.174
C 1.895 2.729 -3.249
C -3.625 -3.111 1.706
C 0.083 -2.927 2.140
C 1.135 2.962 3.622
C -2.711 -1.201 0.619
C -0.258 2.775 1.300
C 2.661 -3.481 2.909
C 1.135 1.821 2.860
C 0.411 4.081 3.201
C -1.270 -2.628 1.731
C 2.329 -2.380 2.124
C 0.332 -4.055 2.922
H -0.117 5.175 4.955
H -2.339 -0.298 -4.231
H 1.704 0.955 3.180
H 1.704 2.987 4.543
H 1.486 -0.541 -6.184
H 3.692 -3.658 3.180
H -0.880 4.784 1.621
H 3.789 1.832 -2.721
H 3.626 3.543 -2.306
H 2.220 3.056 -4.232
H 3.109 -1.711 1.777
H 1.869 -5.193 3.921
H -0.561 -5.789 3.897
H -0.630 -1.678 -5.420
H 2.801 2.321 -1.334
H -4.468 -3.726 1.977
H -1.506 1.179 -4.768
H -0.073 3.627 -3.292
H -0.108 6.150 3.479
H 0.076 -0.213 -7.195
H -2.836 -0.312 0.018
H 1.243 4.713 -2.840
H -4.802 -1.670 0.653
H 0.645 1.019 -6.064
H -0.805 2.675 0.376
H 0.647 3.527 -1.671
H -2.255 0.105 -5.951
H 1.413 5.656 4.246

***

Entry 6:
ORCA calculation (ωB97M-V with the def2-TZVPD basis set) on a cluster of 2 separate species, C24H28N6O4S in total at a distorted geometry.

HOMO level: -9.066 eV
M: 496.59 u
ΔE to the lowest compared entry with this formula, charge and spin: 30.37 kcal/mol
Total energy: -1959.06118 a.u.

CARTESIAN COORDINATES (ANGSTROEM)
S -1.308 3.011 -0.623
O 1.111 -3.481 3.750
O -1.887 -5.880 1.402
O -2.003 -0.113 -3.721
O 1.565 5.097 -3.961
N 1.906 3.052 -6.963
N 0.255 4.022 -2.558
N -0.781 -2.671 2.804
N -0.580 -5.616 3.199
N 1.349 4.040 3.015
N -1.946 3.012 3.165
C -1.100 -3.658 1.737
C -0.955 3.485 2.766
C 1.220 -3.884 0.588
C -0.746 1.897 -3.068
C -0.884 -0.515 -4.516
C -0.321 -2.024 -0.056
C 0.302 -1.407 4.550
C 0.698 2.953 -4.668
C -0.250 -3.469 0.459
C -0.965 4.685 0.063
C -1.651 0.757 -2.635
C 2.595 5.113 1.277
C 1.472 5.156 0.457
C 1.368 3.027 -5.930
C 0.247 4.064 2.238
C 0.835 3.991 -3.751
C -0.112 1.866 -4.319
C 0.269 4.633 0.940
C -0.632 -7.005 3.648
C -0.528 2.990 -2.211
C 0.247 -2.621 3.654
C -0.338 0.700 -5.260
C 2.497 4.554 2.551
C -1.198 -5.150 2.109
H 1.534 5.584 -0.540
H 1.292 -4.910 0.949
H -0.630 -1.319 5.106
H 3.547 5.508 0.939
H -0.221 -7.656 2.873
H -1.155 0.179 -1.848
H -0.103 -0.950 -3.884
H -0.847 5.417 -0.743
H -1.197 -1.280 -5.235
H -1.052 1.001 -6.034
H -2.581 1.156 -2.218
H -2.116 -3.415 1.430
H 1.403 5.623 -3.166
H 0.035 -4.975 3.688
H 1.131 -1.517 5.248
H -0.688 -4.098 -0.317
H 3.377 4.531 3.186
H 0.167 -1.345 0.643
H 0.456 -0.517 3.943
H -1.827 5.011 0.655
H -1.668 -7.294 3.832
H 0.595 0.414 -5.754
H -1.364 -1.732 -0.181
H 1.748 -3.224 1.275
H -1.415 -1.891 2.867
H -0.053 -7.126 4.564
H 0.179 -1.958 -1.022
H 1.702 -3.829 -0.388

***

Entry 7:
ORCA calculation (ωB97M-V with the def2-TZVPD basis set) on a structure of composition C24H28N8NdO2PS2 at a distorted geometry.

HOMO level (spin up / spin down): -7.154 / -7.156 eV
M: 699.89 u
ΔE to the lowest compared entry with this formula, charge and spin: 11.64 kcal/mol
Total energy: -3219.19774 a.u.
Multiplicity: 4

CARTESIAN COORDINATES (ANGSTROEM)
Nd -0.014 -0.187 -0.360
S -1.447 -0.803 1.949
S -0.479 1.968 1.281
P 4.325 -0.089 0.688
O 1.688 -0.829 -1.751
O 1.460 -1.741 0.236
N -4.532 -2.843 -2.976
N -1.353 -1.985 -1.421
N -0.276 1.015 -2.827
N -0.164 3.467 4.544
N -2.697 0.722 -0.585
N -4.799 -4.995 -2.177
N -1.679 -0.511 5.646
N -2.943 -3.840 -1.582
C 3.326 -2.055 4.746
C 2.685 -0.500 3.028
C -0.989 0.788 2.465
C 2.683 1.757 -0.751
C 3.205 1.359 0.486
C 4.463 -2.388 4.024
C -4.066 -3.873 -2.240
C 2.194 -1.344 -0.710
C 3.818 -0.831 2.290
C -0.546 2.431 4.211
C 4.708 -1.774 2.806
C -2.475 1.535 -3.880
C -1.197 2.084 -3.256
C 2.093 3.013 -0.895
C -1.383 0.229 4.813
C 3.149 2.264 1.553
C -3.634 1.170 -1.628
C 3.688 -1.366 -0.557
C -3.262 0.569 -2.992
C -0.996 1.147 3.801
C 2.565 3.507 1.403
C 2.437 -1.116 4.245
C 2.031 3.884 0.178
C -2.119 -2.851 -1.523
H 3.135 -2.518 5.705
H 5.599 -2.029 2.242
H -4.162 0.267 -3.537
H -1.430 2.691 -2.378
H 5.166 -3.113 4.415
H 1.575 4.859 0.064
H -5.340 -2.934 -3.563
H -3.965 -2.018 -3.076
H -2.224 1.032 -4.820
H -4.667 0.914 -1.377
H 4.022 -2.321 -0.155
H 2.860 1.149 -1.626
H 2.506 4.182 2.247
H -4.498 -5.709 -1.538
H 1.997 0.250 2.663
H 1.731 3.337 -1.865
H -2.653 -0.316 -2.799
H 4.161 -1.185 -1.519
H 3.572 1.989 2.511
H -3.110 2.387 -4.136
H -3.584 2.259 -1.686
H -0.253 0.282 -3.530
H -3.061 -0.092 -0.104
H -2.604 1.429 0.135
H 1.548 -0.869 4.810
H -0.729 2.741 -3.995
H -5.724 -5.040 -2.562
H 0.668 1.388 -2.808

***

Entry 8:
ORCA calculation (ωB97M-V with the def2-TZVPD basis set) on a structure of composition C24H28NO2Sn at a distorted geometry.

HOMO level (spin up / spin down): -2.940 / -2.888 eV
M: 481.20 u
Net charge: -1
Total energy: -1350.69226 a.u.

CARTESIAN COORDINATES (ANGSTROEM)
Sn 2.578 0.678 0.060
O 4.296 2.583 -1.189
O 1.737 -0.203 -1.523
N -0.077 -1.048 -2.608
C -0.691 3.916 1.401
C 0.608 -4.153 -0.788
C -0.381 0.701 -0.862
C 0.439 -0.183 -1.750
C -2.109 -3.933 -0.136
C 1.497 0.166 3.224
C 0.228 -0.212 2.724
C -1.746 2.150 -2.546
C -2.937 0.502 -1.092
C -1.570 3.070 2.151
C -2.255 2.221 1.241
C -1.726 2.460 -0.064
C -1.585 -3.243 -1.243
C -1.735 1.454 -1.197
C 1.813 -1.610 1.774
C 4.224 3.580 1.085
C 0.420 -1.331 1.864
C -0.222 -3.315 -1.549
C 0.091 -4.845 0.319
C 2.493 -0.698 2.650
C -0.811 3.562 0.039
C 0.313 -2.499 -2.705
C 3.930 2.628 -0.029
C -1.273 -4.751 0.634
H 1.687 0.930 3.973
H -3.074 1.535 1.455
H -0.373 -1.946 1.459
H -0.122 -2.901 -3.630
H 2.279 -2.381 1.165
H -2.975 -0.153 -1.975
H -2.247 -2.678 -1.906
H -0.601 0.114 0.058
H -3.166 -3.824 0.115
H -1.007 -0.833 -2.966
H -2.579 2.868 -2.610
H -1.708 3.060 3.234
H -0.727 0.234 2.991
H 0.336 1.479 -0.523
H -0.271 4.013 -0.792
H -0.030 4.672 1.821
H 5.086 3.222 1.672
H -2.898 -0.147 -0.203
H -0.823 2.695 -2.747
H 1.402 -2.551 -2.778
H -1.683 -5.288 1.494
H -3.892 1.057 -1.066
H -1.929 1.431 -3.345
H 3.370 3.631 1.779
H 0.749 -5.467 0.941
H 4.434 4.596 0.711
H 3.557 -0.733 2.889
H 1.656 -4.281 -1.095

***

- Which of these has the lowest total energy?
  C24H28N8NdO2PS2

***

Please write out number 8 again, unchanged.
ORCA calculation (ωB97M-V with the def2-TZVPD basis set) on a structure of composition C24H28NO2Sn at a distorted geometry.

HOMO level (spin up / spin down): -2.940 / -2.888 eV
M: 481.20 u
Net charge: -1
Total energy: -1350.69226 a.u.

CARTESIAN COORDINATES (ANGSTROEM)
Sn 2.578 0.678 0.060
O 4.296 2.583 -1.189
O 1.737 -0.203 -1.523
N -0.077 -1.048 -2.608
C -0.691 3.916 1.401
C 0.608 -4.153 -0.788
C -0.381 0.701 -0.862
C 0.439 -0.183 -1.750
C -2.109 -3.933 -0.136
C 1.497 0.166 3.224
C 0.228 -0.212 2.724
C -1.746 2.150 -2.546
C -2.937 0.502 -1.092
C -1.570 3.070 2.151
C -2.255 2.221 1.241
C -1.726 2.460 -0.064
C -1.585 -3.243 -1.243
C -1.735 1.454 -1.197
C 1.813 -1.610 1.774
C 4.224 3.580 1.085
C 0.420 -1.331 1.864
C -0.222 -3.315 -1.549
C 0.091 -4.845 0.319
C 2.493 -0.698 2.650
C -0.811 3.562 0.039
C 0.313 -2.499 -2.705
C 3.930 2.628 -0.029
C -1.273 -4.751 0.634
H 1.687 0.930 3.973
H -3.074 1.535 1.455
H -0.373 -1.946 1.459
H -0.122 -2.901 -3.630
H 2.279 -2.381 1.165
H -2.975 -0.153 -1.975
H -2.247 -2.678 -1.906
H -0.601 0.114 0.058
H -3.166 -3.824 0.115
H -1.007 -0.833 -2.966
H -2.579 2.868 -2.610
H -1.708 3.060 3.234
H -0.727 0.234 2.991
H 0.336 1.479 -0.523
H -0.271 4.013 -0.792
H -0.030 4.672 1.821
H 5.086 3.222 1.672
H -2.898 -0.147 -0.203
H -0.823 2.695 -2.747
H 1.402 -2.551 -2.778
H -1.683 -5.288 1.494
H -3.892 1.057 -1.066
H -1.929 1.431 -3.345
H 3.370 3.631 1.779
H 0.749 -5.467 0.941
H 4.434 4.596 0.711
H 3.557 -0.733 2.889
H 1.656 -4.281 -1.095